## a
Density functional theory data (wB97M-V/def2-TZVPD) for a single C7H15N3 molecule.

HOMO energy: -7.86 eV
SMILES: [H]/N=C1\N(N)[C@@]1(C)C(C)(C)C
LUMO energy: 0.75 eV
orbital gap: 8.62 eV
M: 141.22 g/mol

Geometry as XYZ:
```
25
C7H15N3, DFT wB97M-V/def2-TZVPD
H 0.09 -2.65 2.44
N -0.27 -1.77 2.07
C 0.39 -1.32 1.13
N 1.06 -1.44 -0.27
N 2.46 -1.65 -0.33
C 0.61 -0.17 0.33
C 1.60 0.87 0.79
C -0.86 0.44 -0.31
C -0.43 1.25 -1.53
C -1.58 1.31 0.72
C -1.78 -0.70 -0.77
H 2.61 -2.58 -0.71
H 2.86 -1.02 -1.03
H 1.13 1.62 1.44
H 2.06 1.36 -0.07
H 2.41 0.43 1.39
H 0.18 0.64 -2.20
H -1.30 1.61 -2.09
H 0.16 2.13 -1.25
H -2.52 1.70 0.30
H -1.82 0.74 1.62
H -0.98 2.18 1.00
H -2.13 -1.31 0.08
H -2.67 -0.30 -1.26
H -1.27 -1.36 -1.47
```



## b
Density functional theory data (wB97M-V/def2-TZVPD) for a single C7H15N3 molecule.

HOMO energy: -7.79 eV
LUMO energy: 0.31 eV
orbital gap: 8.10 eV
M: 141.22 g/mol

Geometry as XYZ:
```
25
C7H15N3, DFT wB97M-V/def2-TZVPD
C 3.93 -0.39 0.10
C -1.88 -1.83 -0.03
C 0.99 0.90 1.32
C 1.31 1.65 -1.04
C -1.54 -0.47 0.57
C -0.73 0.34 -0.44
C 0.83 0.48 -0.15
N 2.93 -1.14 -0.21
N 5.06 -0.16 0.38
N 1.42 -0.83 -0.35
H -1.03 -2.48 -0.17
H -2.33 -1.61 -1.01
H -2.62 -2.34 0.66
H 1.07 -0.07 2.01
H 0.18 1.52 1.54
H 1.92 1.50 1.52
H 0.46 2.36 -1.28
H 1.99 2.30 -0.56
H 1.78 1.25 -1.87
H -2.44 -0.03 0.88
H -1.09 -0.64 1.52
H -0.92 -0.15 -1.36
H -1.11 1.43 -0.64
H 1.32 -1.07 -1.34
H 0.91 -1.55 0.13
```



Which one sits at the bottom of the stability order? b does.